(1)
A cluster of 9 separate species, C62H59N2O20 in total. Source: the Open Molecules 2025 dataset; level of theory: ωB97M-V with the def2-TZVPD basis set.

XYZ file:
```
143
Properties=species:S:1:pos:R:3
C 10.261 4.021 -4.068
H 5.823 2.744 -0.394
C 4.749 -5.364 -0.687
C -2.960 -0.517 7.688
C 9.927 -4.856 2.351
C 6.966 -4.301 -0.076
C 2.444 -7.254 6.188
C -7.521 -2.058 -2.531
C 12.095 -3.715 2.445
H -0.593 -3.422 6.460
O 4.723 -7.446 5.633
H -10.210 2.616 -5.231
O -2.418 0.555 5.658
O -1.760 -3.680 8.771
C -2.393 1.276 1.829
C -4.522 -0.234 1.782
H -7.249 -0.864 0.433
H -12.401 3.705 -5.687
C 1.249 -5.340 5.231
C -2.791 -1.583 8.469
H -8.724 2.691 -2.027
C 10.735 2.737 -4.637
H 2.430 -4.004 3.956
O 11.219 2.681 -5.747
H -7.308 0.158 -4.281
C 3.628 -5.589 4.687
C -2.235 5.935 -4.614
C -3.714 7.125 -3.061
H -6.432 3.909 -2.466
H 9.987 -7.015 1.988
C -2.276 -0.411 6.377
H -3.924 7.864 -2.297
H 3.194 -5.120 0.730
O -1.122 5.781 -5.077
H 0.391 -6.871 6.541
H -8.355 6.540 -4.772
H -5.668 2.611 -1.505
H -3.281 -1.679 9.430
H 10.372 4.896 -4.695
C 3.690 -6.818 5.513
C 10.061 1.586 -2.579
O 4.551 -3.743 2.464
O 0.216 -4.711 5.111
H 9.375 5.011 -2.419
C -10.426 6.552 -5.219
C -1.912 -2.707 8.058
H -4.883 1.111 0.042
C 4.542 1.569 0.939
H 10.243 -2.716 2.695
C 9.587 2.870 -2.011
C 0.691 0.895 0.818
H 9.949 0.711 -1.951
H -5.459 -1.418 -2.376
C 5.030 -4.142 1.419
H -3.170 4.376 -5.834
O -8.098 -2.264 -3.623
O 9.102 2.926 -0.898
H 2.509 -8.153 6.787
C 4.224 -4.926 0.454
H -3.244 0.200 3.462
H -5.714 -1.486 -0.228
H -8.704 0.246 -1.858
H -4.309 0.732 -5.725
C 6.874 -0.051 1.345
H 12.468 -7.141 1.855
C -7.743 2.175 -2.195
C -6.332 -0.224 -3.926
O -12.711 6.283 -5.713
H -5.190 -0.767 2.500
O -0.149 -0.733 2.307
C 1.310 -6.568 6.056
C -6.319 -0.562 -0.094
C -2.496 6.953 -3.568
H 10.946 0.595 -4.228
C -4.600 5.287 -4.564
H 0.515 1.063 -0.261
H -7.000 3.672 -0.801
H -0.911 -1.436 5.006
H -6.169 1.111 1.282
C -1.401 -1.533 5.969
H -1.647 7.541 -3.246
C 6.904 1.128 0.447
H -5.451 4.697 -4.886
H -3.597 0.312 7.969
C -7.828 0.805 -1.453
C -9.116 4.495 -4.969
H 7.013 -3.290 1.780
C 10.768 -3.647 2.516
H -3.892 -1.017 1.303
C -10.331 3.692 -5.242
H 12.726 -2.843 2.562
C -4.860 6.305 -3.520
C -11.642 5.750 -5.492
O 7.863 -0.739 1.517
H -10.547 7.628 -5.229
H -5.966 -0.981 -4.663
H 7.995 -4.107 -0.351
C -1.231 -2.598 6.747
O -7.792 -2.748 -1.517
C 6.162 -5.084 -1.042
C -6.450 -0.911 -2.519
C 10.594 1.524 -3.797
C -5.449 0.454 0.739
O -8.049 3.965 -4.749
H -8.087 1.045 -0.391
O 3.552 2.250 0.773
H -4.514 0.438 -3.330
H 1.622 0.330 1.013
C 11.945 -6.211 2.034
N -5.319 0.854 -3.796
O 8.716 -4.792 2.414
H 7.845 1.341 -0.041
H 4.177 -5.938 -1.405
C -0.440 0.054 1.461
C -3.645 0.763 2.589
C 6.441 -3.863 1.065
H -5.857 1.754 -5.630
C 12.788 -5.002 2.200
H 4.546 -5.285 4.202
H 5.594 -1.225 2.680
C 5.821 1.880 0.259
H -7.692 2.031 -3.293
C 9.728 4.083 -2.850
C -6.625 3.127 -1.697
O 6.640 -5.483 -2.084
H -4.343 2.326 -4.918
C -9.254 5.971 -4.975
C 2.494 -4.904 4.556
O -5.971 6.458 -3.058
C -3.380 5.115 -5.071
C -4.946 1.400 -5.099
C -11.503 4.275 -5.485
O -1.747 0.226 1.073
C 4.514 0.390 1.838
N -6.580 0.043 -1.410
H -2.654 2.128 1.159
H -1.663 1.644 2.585
C 10.618 -6.143 2.105
O 13.998 -5.065 2.137
C 5.596 -0.360 2.026
H -4.231 1.601 3.022
H 0.790 1.887 1.310
H 3.571 0.177 2.327
```

Summary:
Charge ... -1
Orbital gap ... 0.106 hartree
Highest occupied orbital energy ... -4.0 eV
Energy relative to the best compared isomer or geometry (same formula, charge and spin) ... 0.0 kcal per mole

=====

(2)
A cluster of 3 separate species, C9H26FO7P2S2 in total. Source: the Open Molecules 2025 dataset; level of theory: ωB97M-V with the def2-TZVPD basis set.

XYZ file:
```
47
Properties=species:S:1:pos:R:3
H 4.981 0.119 -5.614
H -2.831 -3.940 0.635
H 3.717 2.770 5.559
O 1.734 0.234 -4.613
H -0.491 0.877 3.766
O 1.198 1.994 3.295
O -2.708 -0.342 2.509
C -0.167 1.618 3.034
F -1.346 -0.238 -0.213
H -1.938 -2.337 -1.325
H -5.220 -2.709 0.412
H 3.146 1.634 -4.974
H 3.528 0.587 -3.614
H -1.186 3.287 3.971
C -0.620 -1.407 0.003
O 1.150 1.363 5.664
H -0.750 3.558 2.291
H -5.092 -0.599 2.819
H 3.581 3.092 3.810
C 3.309 2.415 4.615
H -0.732 -0.693 -4.915
C -2.553 -2.902 0.682
H -0.150 1.131 2.061
O 1.111 3.754 5.018
H 4.010 -1.296 -5.214
C -1.480 -2.576 -0.380
H -0.653 0.064 -3.290
H -4.385 0.834 1.220
P -4.059 -1.929 0.359
H -0.867 -3.457 -0.496
H 3.644 1.402 4.411
H -3.984 -1.358 -0.910
P -4.041 -0.331 1.926
C -0.418 -0.816 -3.883
C 3.963 -0.266 -5.561
C -1.107 2.809 2.997
H 0.271 -1.415 -0.611
H -2.233 -2.631 1.676
H 3.535 -0.272 -6.562
O 1.617 -2.229 -4.652
S 1.560 2.418 4.790
S 1.323 -1.086 -3.850
H -0.311 -1.495 1.039
C 3.138 0.602 -4.633
H -0.877 -1.706 -3.456
O 1.785 -1.010 -2.495
H -2.104 2.482 2.698
```

Summary:
Charge ... +1
Orbital gap ... 0.309 hartree
Highest occupied orbital energy ... -12.5 eV

=====

(3)
A cluster of 3 separate species, C4H14O2 in total. Source: the Open Molecules 2025 dataset; level of theory: ωB97M-V with the def2-TZVPD basis set.

XYZ file:
```
20
Properties=species:S:1:pos:R:3
H 3.803 2.001 5.495
O 3.975 1.796 4.568
O -1.045 -3.756 3.008
H -3.170 -0.512 -1.608
H 1.523 0.200 -0.761
H 1.432 1.979 -1.082
C 0.873 1.094 -0.786
H -2.623 -0.832 -3.161
H -0.859 -0.752 -0.925
C -0.278 1.093 -1.796
H -0.968 1.910 -1.522
H -0.513 -4.009 2.241
H 4.483 0.994 4.688
H -0.019 1.501 -2.775
H 0.633 0.986 0.268
C -2.454 -0.126 -2.335
H -0.444 -3.209 3.531
C -1.020 -0.264 -1.895
H -2.850 0.853 -2.598
H -0.481 -0.948 -2.553
```

Summary:
Charge ... 0
Orbital gap ... 0.418 hartree
Highest occupied orbital energy ... -10.7 eV
Energy relative to the best compared isomer or geometry (same formula, charge and spin) ... 25.9 kcal per mole
Structure (SMILES) ... CCCC.O.O

=====

(4)
A structure of composition C2HAgFO2. Source: the Open Molecules 2025 dataset; level of theory: ωB97M-V with the def2-TZVPD basis set.

XYZ file:
```
7
Properties=species:S:1:pos:R:3
F 1.569 0.771 1.448
Ag -1.133 -1.511 0.551
H 2.044 -0.429 -0.145
C 1.116 -0.148 0.383
O 0.396 0.672 -0.537
C -0.847 1.259 -0.339
O -1.664 0.495 0.226
```

Summary:
Charge ... -1
Orbital gap (spin up / spin down) ... 0.187 / 0.187 hartree
Highest occupied orbital energy (spin up / spin down) ... -2.2 / -2.2 eV